1.
DFT (the ωB97M-V functional and the def2-TZVPD basis) results for an isolated molecule of C6H17N2 at a distorted geometry.

Structure (XYZ):
```
25
Properties=species:S:1:pos:R:3:forces:R:3:nbo_charge:R:1
C -2.455 1.701 0.373 -0.92 0.07 -0.17 -0.618
C -1.800 0.401 0.874 2.33 0.89 -1.66 -0.054
C -0.925 -0.242 -0.268 4.58 4.50 0.97 -0.387
C 0.379 -0.962 0.322 -1.43 2.78 -0.69 -0.422
C 1.490 -1.336 -0.597 1.78 -2.04 -0.86 -0.418
C 2.437 -0.298 -1.243 -1.31 -1.79 -3.46 -0.320
N 2.824 0.715 -0.253 -0.51 1.21 0.64 -1.086
N -2.798 -0.504 1.304 -1.04 -0.33 0.81 -0.871
H -3.552 1.548 0.126 1.12 0.34 0.92 0.209
H -2.212 2.397 1.191 -1.08 0.37 -0.59 0.217
H -2.068 2.103 -0.565 0.49 -0.11 0.22 0.207
H -1.050 0.800 1.655 -1.36 -1.37 -0.60 0.191
H -1.397 -0.983 -0.731 -2.50 -2.79 -2.23 0.183
H -0.560 0.548 -1.062 -0.89 -1.29 1.47 0.182
H -0.100 -1.853 0.548 -0.16 -2.00 1.65 0.216
H 0.694 -0.352 1.172 0.04 -0.50 0.29 0.186
H 2.240 -1.958 -0.069 -0.82 -0.26 0.30 0.207
H 1.007 -2.039 -1.345 0.93 0.96 0.26 0.217
H 3.241 -0.737 -1.947 -0.43 0.27 2.34 0.239
H 1.849 -0.011 -2.132 -0.06 1.76 0.84 0.228
H 2.526 1.762 -0.533 -0.05 -0.89 0.32 0.214
H 3.841 0.840 -0.080 -0.01 -0.43 -0.08 0.379
H 2.361 0.442 0.697 0.84 0.77 -1.07 0.346
H -3.370 -0.824 0.511 0.46 -0.15 0.99 0.369
H -2.604 -1.158 2.053 -0.01 0.00 -0.63 0.384
```
Positions in Å, forces in eV/Å.

Its spin multiplicity is 2. As for the energy relative to the best compared isomer or geometry (same formula, charge and spin): 3.441 eV. Its orbital gap (spin up / spin down) is 4.74 / 9.61 eV. Its LUMO energy (spin up / spin down) is 0.91 / 0.74 eV.

---

2.
DFT (the ωB97M-V functional and the def2-TZVPD basis) results for a cluster of 2 separate species, C6H17N2 in total at a distorted geometry.

Structure (XYZ):
```
25
Properties=species:S:1:pos:R:3:forces:R:3:nbo_charge:R:1
C -0.176 -1.312 0.417 -1.62 -1.40 1.50 -0.196
N -0.931 -0.441 1.310 1.90 -0.18 1.76 -0.546
C -0.133 0.675 1.968 2.56 -3.01 0.43 -0.213
C -1.000 1.528 2.801 -1.17 0.86 0.59 -0.646
C 0.255 -0.480 -0.755 -1.72 5.30 -0.37 -0.199
N 1.366 0.384 -0.482 -0.57 -2.19 -0.60 -0.016
C -0.167 -0.129 -3.176 0.84 1.48 1.88 -0.598
C 0.332 -1.100 -2.126 1.28 -3.56 -1.10 -0.360
H -0.774 -2.210 0.156 -0.23 1.00 -0.43 0.256
H 0.687 -1.790 0.751 1.89 -0.46 1.40 0.199
H -1.155 -1.040 2.144 -0.69 0.55 -1.14 0.408
H 0.465 1.231 1.209 0.19 -0.19 -0.42 0.242
H 0.732 0.099 2.680 -1.98 1.79 -1.87 0.200
H -1.912 1.912 2.305 0.57 -0.39 -0.05 0.241
H -1.295 0.795 3.525 -0.84 0.00 0.99 0.223
H -0.587 2.382 3.373 0.40 -0.67 -0.62 0.257
H -0.641 0.227 -0.812 1.10 -0.51 -0.02 0.240
H 2.159 3.262 -0.758 0.44 -0.78 -0.89 -0.013
H 2.270 -0.209 -0.482 -1.23 0.67 0.40 0.351
H 1.910 3.704 -0.260 -0.45 0.80 0.89 0.013
H 0.274 -0.333 -4.135 -0.22 -0.11 -0.46 0.252
H -1.284 -0.058 -3.151 1.10 0.08 -0.23 0.238
H 0.330 0.766 -2.716 -1.05 0.25 -1.59 0.201
H 1.423 -1.423 -2.211 -1.36 0.19 -0.71 0.216
H -0.311 -2.017 -2.190 0.84 0.49 0.66 0.251
```
Positions in Å, forces in eV/Å.

Its spin multiplicity is 1. As for the total charge: +1. As for the energy relative to the best compared isomer or geometry (same formula, charge and spin): 8.035 eV. Its orbital gap is 5.42 eV. Its LUMO energy is -8.67 eV.

---

3.
DFT (the ωB97M-V functional and the def2-TZVPD basis) results for a structure of composition C6H17N2 at a distorted geometry.

Structure (XYZ):
```
25
Properties=species:S:1:pos:R:3:forces:R:3:nbo_charge:R:1
C -1.162 1.550 -0.327 -0.65 -0.71 -0.60 -0.627
C -1.485 0.367 0.603 0.87 3.64 5.85 -0.199
C -0.076 -0.333 1.216 -0.24 -0.41 -1.46 -0.573
C 1.278 0.281 1.224 -1.84 -0.62 0.24 0.414
C 2.492 -0.493 1.209 2.03 -0.81 -0.01 -0.614
C 2.628 -1.230 -0.206 -4.58 -0.97 -0.73 -0.164
N 2.375 -0.334 -1.353 1.88 -0.26 0.90 -0.774
N -2.751 -0.334 0.110 4.18 -1.98 -3.05 -0.709
H -1.387 1.239 -1.352 0.27 -0.19 -0.05 0.245
H -1.806 2.406 -0.227 -0.26 0.26 0.62 0.261
H -0.138 1.870 -0.299 0.54 0.24 0.15 0.183
H -1.915 0.637 1.572 0.73 1.24 -0.03 0.242
H -0.196 -0.561 2.298 -0.21 0.07 -0.09 0.334
H -0.044 -1.300 0.722 0.54 -0.64 0.33 0.255
H 1.270 1.369 1.242 0.41 0.12 0.02 0.229
H -5.470 0.304 -3.158 0.00 0.06 0.00 -0.002
H 2.611 -1.284 1.991 -0.98 0.20 -0.58 0.327
H 3.447 0.009 1.301 -0.24 1.17 0.24 0.267
H 3.385 -1.992 -0.299 0.78 0.49 0.13 0.256
H 1.663 -1.828 -0.228 1.22 0.05 0.30 0.182
H 3.265 -0.027 -1.751 -0.36 0.07 -0.13 0.384
H 1.960 0.485 -0.945 -0.12 0.53 -0.68 0.330
H -5.571 1.037 -3.224 0.01 -0.06 0.00 0.002
H -2.734 -1.356 0.213 -0.51 0.02 1.04 0.360
H -1.639 -0.481 -0.332 -3.47 -1.52 -2.42 0.393
```
Positions in Å, forces in eV/Å.

Its spin multiplicity is 1. As for the total charge: +1. As for the energy relative to the best compared isomer or geometry (same formula, charge and spin): 9.187 eV. Its orbital gap is 6.02 eV. Its LUMO energy is -7.19 eV.

---

4.
DFT (the ωB97M-V functional and the def2-TZVPD basis) results for a structure of composition C6H17N2 at a distorted geometry.

Structure (XYZ):
```
25
Properties=species:S:1:pos:R:3:forces:R:3:nbo_charge:R:1
C 1.435 1.166 0.149 -1.09 -2.74 0.34 -0.344
N 0.040 0.533 0.237 4.78 -0.11 -1.86 0.135
C 0.070 -0.840 -0.154 -0.71 -0.10 1.33 -0.359
C -1.108 -1.588 0.510 -2.05 -0.33 -1.40 -0.223
C -2.428 -1.112 -0.238 -0.18 0.03 -0.37 -0.624
C -0.887 -3.111 0.322 0.72 -1.37 -1.06 -0.638
C 1.812 1.873 -1.214 -3.49 0.26 -3.48 -0.194
N 0.883 2.954 -1.582 0.08 -0.79 1.40 -0.739
H 2.300 0.457 0.308 -1.21 0.21 -0.19 0.263
H 1.484 1.927 0.866 -0.26 1.27 1.11 0.261
H 0.012 2.545 -1.245 -0.46 1.48 -0.64 0.364
H -0.105 -0.804 -1.271 -0.07 0.21 0.37 0.339
H 0.937 -1.495 0.016 0.71 1.04 -0.22 0.256
H -1.126 -1.315 1.567 0.02 -0.11 -0.06 0.233
H -2.715 -1.902 -0.975 0.32 0.67 0.39 0.230
H -2.200 -0.172 -0.805 -0.34 -0.72 0.40 0.197
H -3.375 -0.892 0.320 1.20 -0.36 0.08 0.250
H -0.573 -3.436 -0.752 -0.73 0.99 1.52 0.218
H -0.056 -3.512 0.928 -0.24 0.41 0.04 0.226
H -1.751 -3.778 0.568 0.40 1.02 -0.09 0.256
H 2.741 2.252 -1.349 3.40 1.01 1.10 0.245
H 1.855 1.108 -2.081 -0.82 0.52 1.52 0.228
H 0.869 2.861 3.899 0.00 -1.68 -1.83 0.052
H 1.018 3.986 -1.316 0.02 -2.50 -0.24 0.419
H 0.867 2.295 3.292 -0.01 1.68 1.83 -0.052
```
Positions in Å, forces in eV/Å.

Its spin multiplicity is 1. As for the total charge: +1. As for the energy relative to the best compared isomer or geometry (same formula, charge and spin): 7.137 eV. Its orbital gap is 5.74 eV. Its LUMO energy is -8.20 eV.